1.
Molecular formula: C4H13NO2P
Method: DFT, the ωB97M-V functional and the def2-TZVPD basis

XYZ file:
```
21
Properties=species:S:1:pos:R:3:nbo_charge:R:1
C 1.795 1.139 1.411 -0.331
C 2.849 -0.764 -1.468 -0.449
C -3.819 1.006 0.502 -0.245
C 1.793 0.607 0.179 -0.048
N 2.056 -0.820 -0.165 -0.563
O -2.454 0.651 0.510 -0.814
O -0.519 -0.913 0.047 -1.139
P -2.006 -0.829 0.043 1.819
H 1.521 2.157 1.516 0.235
H -2.661 -0.906 -1.184 -0.090
H 2.048 0.639 2.247 0.203
H 2.995 -1.755 -1.780 0.228
H 2.313 -0.427 -2.340 0.242
H 3.868 -0.246 -1.527 0.257
H -3.990 1.095 -0.654 0.194
H -3.824 1.862 1.034 0.209
H -4.331 0.293 1.079 0.184
H 1.454 1.228 -0.691 0.231
H 1.104 -1.186 -0.359 0.500
H 2.613 -1.279 0.646 0.454
H -2.806 -1.555 0.954 -0.077
```

## Properties
Net charge: +1
E_HOMO, eV: -14.18
Relative energy (zero: lowest compared OMol25 entry of this formula, charge and spin), kJ/mol: 76.9
Orbital gap, eV: 11.6



2.
Molecular formula: C2H3N3O2S
Method: DFT, the ωB97M-V functional and the def2-TZVPD basis

XYZ file:
```
11
Properties=species:S:1:pos:R:3:nbo_charge:R:1
C -1.461 -0.402 -0.494 -0.044
C -2.131 0.401 0.365 -0.271
N -0.576 -1.435 -0.004 -0.111
N 0.617 -1.214 0.190 0.184
N 3.521 -0.669 0.303 -0.826
O 1.013 0.172 0.002 -0.511
O 2.827 1.865 -0.189 -0.853
S 2.673 0.429 -0.075 1.795
H -1.697 -0.528 -1.479 0.214
H -1.914 0.322 1.349 0.205
H -2.872 1.060 0.033 0.217
```

## Properties
Spin multiplicity: 3
E_HOMO (spin up / spin down), eV: -6.59 / -9.53
Relative energy (zero: lowest compared OMol25 entry of this formula, charge and spin), kJ/mol: 525.7
⟨S²⟩: 2.033
Orbital gap (spin up / spin down), eV: 5.3 / 4.5



3.
Molecular formula: C22H36BBeClF2LiN2NaO14
Method: DFT, the ωB97M-V functional and the def2-TZVPD basis

XYZ file:
```
81
Properties=species:S:1:pos:R:3:mulliken_charge:R:1
O 3.178 -1.887 2.734 -0.635
C 3.206 -0.803 2.072 0.451
O 2.607 -0.775 0.742 -0.553
C 1.685 0.374 0.701 -0.882
C 0.339 0.107 1.565 0.060
C -0.385 1.494 2.052 -0.374
C -1.767 1.014 2.797 -0.729
N -2.835 1.048 1.752 -0.273
C -3.678 -0.175 1.750 -0.256
C -2.921 -1.482 1.214 0.699
O -2.131 -2.224 1.962 -0.480
O -3.034 -1.873 -0.125 -0.542
H 3.624 0.201 2.451 0.293
H 1.331 0.447 -0.407 0.437
H 2.192 1.384 0.930 0.377
H -0.374 -0.481 0.882 0.024
H 0.503 -0.532 2.510 0.313
H -0.644 2.140 1.130 0.338
H 0.293 2.132 2.747 -0.411
H -1.588 -0.056 3.192 0.648
H -2.006 1.725 3.699 0.334
H -3.395 1.920 1.803 0.299
H -4.564 0.048 1.030 0.450
H -4.149 -0.444 2.785 0.363
C 5.309 -1.252 -0.463 -0.689
C 6.282 -0.530 0.408 0.492
O 6.024 0.073 1.422 -0.532
N 7.694 -0.562 0.130 0.049
C 8.093 0.376 -0.953 -0.812
H 4.292 -0.946 -0.207 0.029
H 5.491 -1.004 -1.511 0.414
H 5.416 -2.329 -0.314 0.393
H 7.964 -1.517 -0.121 0.420
H 8.117 -0.269 1.019 0.343
H 7.612 0.067 -1.882 0.369
H 9.177 0.317 -1.055 0.334
H 7.792 1.385 -0.669 0.336
Cl -1.530 -4.464 1.950 -0.392
C -5.156 -1.629 -1.874 -0.462
O -6.293 -0.937 -2.392 -0.336
C -7.476 -1.495 -2.069 0.740
O -7.632 -2.492 -1.402 -0.558
O -8.451 -0.749 -2.615 -0.326
C -9.774 -1.224 -2.353 -0.573
H -4.262 -1.094 -2.195 0.287
H -5.177 -1.641 -0.783 0.106
H -5.110 -2.646 -2.271 0.309
H -9.979 -1.219 -1.279 0.307
H -9.914 -2.223 -2.769 0.338
H -10.476 -0.548 -2.841 0.158
Li 1.541 -3.344 1.885 0.818
Be -3.192 -0.541 3.913 0.136
B -12.398 -0.472 -6.215 0.532
O -11.648 -1.071 -5.097 -0.309
C -12.454 -1.951 -4.505 0.783
O -12.143 -2.621 -3.544 -0.621
C -13.745 -1.971 -5.190 0.394
O -14.696 -2.662 -4.900 -0.613
O -13.728 -1.104 -6.201 -0.431
F -11.733 -0.745 -7.459 -0.369
F -12.522 0.947 -6.023 -0.373
C -2.418 4.155 2.594 -0.476
O -3.131 3.315 3.348 -0.775
H -1.817 3.711 1.771 0.028
H -2.972 4.939 2.043 0.291
H -1.647 4.768 3.107 0.184
O 1.123 -2.436 -1.898 -0.935
H 1.505 -1.878 -1.224 0.105
C 11.879 0.673 0.511 -0.497
C 11.254 0.641 1.755 -0.395
C 11.133 1.808 2.505 -0.458
C 11.628 3.009 2.005 -0.394
C 12.249 3.042 0.760 -0.384
C 12.379 1.874 0.014 -0.409
H 11.977 -0.238 -0.072 0.460
H 10.862 -0.296 2.142 0.550
H 10.652 1.781 3.477 0.385
H 11.529 3.920 2.587 0.382
H 12.633 3.980 0.370 0.385
H 12.868 1.899 -0.954 0.389
Na 1.513 2.122 3.613 0.918
```

## Properties
E_HOMO, eV: -6.84
Orbital gap, eV: 2.6



4.
Molecular formula: C24H50F6N2O16P3S2Ti
Method: DFT, the ωB97M-V functional and the def2-TZVPD basis

XYZ file:
```
104
Properties=species:S:1:pos:R:3:mulliken_charge:R:1
Ti 0.923 -12.001 18.252 1.843
C -2.210 -14.152 18.007 0.629
F -1.237 -14.474 17.191 -0.187
F -3.307 -14.799 17.645 -0.242
F -1.895 -14.579 19.218 -0.306
S -2.531 -12.284 17.956 0.597
O -2.332 -11.927 16.553 -0.577
O -3.914 -12.104 18.392 -0.618
N -1.223 -11.640 18.900 -0.670
S -2.019 -11.153 20.185 0.823
O -2.633 -9.859 20.032 -0.649
O -2.867 -12.134 20.857 -0.549
C -0.456 -10.829 21.372 0.529
F -0.872 -10.469 22.533 -0.212
F 0.245 -11.984 21.563 -0.236
F 0.367 -9.961 20.798 -0.161
C 5.309 -11.390 22.607 -1.541
C 4.517 -11.560 21.328 0.319
O 4.746 -10.453 20.475 -0.371
P 4.363 -10.576 18.863 -0.957
O 3.092 -11.329 18.676 0.875
O 5.622 -11.300 18.072 0.065
C 6.953 -10.851 18.211 -0.418
C 7.683 -11.733 19.192 -0.807
O 4.282 -9.031 18.366 -0.352
C 3.793 -8.718 17.055 0.841
C 4.180 -7.253 16.803 -1.537
H 6.380 -11.193 22.576 0.332
H 4.869 -10.498 23.053 0.393
H 5.152 -12.201 23.319 0.346
H 4.947 -12.429 20.830 0.260
H 3.431 -11.619 21.400 0.093
H 7.448 -10.989 17.250 0.379
H 7.047 -9.796 18.470 0.338
H 7.778 -12.750 18.813 0.259
H 8.687 -11.328 19.315 0.433
H 7.095 -11.716 20.110 -0.004
H 4.262 -9.407 16.353 0.153
H 2.715 -8.863 17.116 -0.396
H 3.716 -6.613 17.554 0.350
H 5.238 -6.994 16.841 0.416
H 3.955 -6.931 15.786 0.375
C 5.167 -13.966 14.118 -1.532
C 4.173 -13.059 14.854 0.469
O 2.962 -13.353 14.208 -0.348
P 1.574 -12.659 14.631 -0.577
O 1.363 -12.577 16.086 0.935
O 1.594 -11.273 13.747 -0.229
C 0.608 -10.317 13.968 0.441
C 1.245 -8.923 13.739 -1.285
O 0.587 -13.617 13.790 -0.388
C -0.810 -13.600 13.982 0.784
C -1.557 -13.879 12.723 -1.562
H 6.135 -13.997 14.619 0.406
H 4.888 -14.988 14.374 0.366
H 5.353 -13.907 13.046 0.342
H 4.129 -13.342 15.906 0.092
H 4.526 -12.031 14.768 0.091
H -0.166 -10.380 13.203 0.245
H 0.178 -10.405 14.966 -0.124
H 0.569 -8.069 13.774 0.373
H 1.964 -8.684 14.522 0.110
H 1.780 -8.881 12.790 0.400
H -1.148 -14.303 14.743 -0.044
H -0.984 -12.591 14.356 -0.064
H -1.159 -14.763 12.225 0.323
H -2.625 -13.994 12.906 0.397
H -1.407 -13.055 12.026 0.346
C -0.520 -14.353 23.698 -1.543
C -0.134 -14.952 22.355 0.477
O 1.236 -14.686 22.076 -0.248
P 1.880 -14.917 20.634 -0.584
O 1.397 -13.953 19.592 1.032
O 3.498 -14.836 20.830 -0.183
C 4.056 -15.500 21.914 -0.189
C 5.485 -15.897 21.603 -1.387
O 1.755 -16.515 20.407 -0.332
C 0.584 -17.026 19.762 0.310
C 0.824 -17.355 18.254 -1.016
H -0.136 -13.343 23.836 0.270
H -1.610 -14.332 23.687 0.419
H -0.135 -14.934 24.536 0.406
H -0.405 -16.007 22.383 0.397
H -0.674 -14.393 21.592 -0.229
H 4.109 -14.819 22.763 0.219
H 3.515 -16.367 22.292 0.417
H 5.583 -16.574 20.754 0.335
H 6.119 -15.037 21.387 0.242
H 5.938 -16.434 22.436 0.414
H 0.221 -17.916 20.276 0.436
H -0.180 -16.250 19.734 -0.193
H 0.112 -18.013 17.756 0.409
H 0.904 -16.433 17.679 -0.039
H 1.838 -17.714 18.078 0.349
N -0.659 -8.953 17.809 0.862
C -1.317 -8.407 16.754 -0.179
C -0.644 -7.269 16.311 -0.873
C 0.373 -7.130 17.218 -0.212
C 0.364 -8.124 18.202 -0.532
H -0.802 -9.857 18.235 -0.158
H -2.160 -8.933 16.329 0.533
H -0.865 -6.658 15.448 0.559
H 1.135 -6.366 17.180 0.475
H 1.007 -8.312 19.050 0.512
```

## Properties
Net charge: +1
Spin multiplicity: 5
E_HOMO (spin up / spin down), eV: -7.26 / -12.72
⟨S²⟩: 6.015
Orbital gap (spin up / spin down), eV: 5.1 / 6.4